A cluster of 7 separate species, C6H24N13O9 in total at a distorted geometry. Source: the OMol25 dataset; level of theory: ωB97M-V with the def2-TZVPD basis set.

Cartesian coordinates (Å):
1 N 0.684 -0.084 0.641
2 O -0.032 -1.060 0.362
3 O 1.718 0.134 -0.026
4 O 0.446 0.588 1.653
5 C 3.724 -2.642 -1.412
6 O 4.587 -3.326 -1.933
7 N 2.427 -3.053 -1.159
8 N 3.929 -1.404 -0.883
9 H 1.830 -2.349 -0.754
10 H 2.083 -3.830 -1.690
11 H 4.801 -0.932 -1.023
12 H 3.128 -0.926 -0.490
13 C -1.214 -1.428 4.222
14 O -1.483 -2.033 5.250
15 N -2.144 -1.004 3.320
16 N 0.048 -1.027 3.911
17 H -3.106 -1.276 3.334
18 H -1.792 -0.477 2.539
19 H 0.300 -0.555 3.044
20 H 0.720 -1.078 4.653
21 C -1.970 -3.519 -1.845
22 O -3.000 -3.626 -1.204
23 N -0.747 -3.675 -1.248
24 N -1.953 -3.223 -3.175
25 H -0.659 -3.259 -0.333
26 H 0.095 -3.636 -1.790
27 H -1.132 -3.356 -3.733
28 H -2.741 -2.712 -3.524
29 C 1.234 0.896 -3.752
30 O 1.021 1.747 -4.586
31 N 0.417 -0.213 -3.597
32 N 2.285 0.796 -2.843
33 H -0.468 -0.160 -4.067
34 H 0.601 -0.859 -2.851
35 H 3.037 1.451 -2.965
36 H 1.847 0.621 -1.946
37 C -0.227 4.214 3.290
38 O 0.251 5.247 3.710
39 N -0.024 2.979 3.857
40 N -0.990 4.139 2.141
41 H -0.257 2.148 3.346
42 H 0.328 2.968 4.795
43 H -1.429 3.268 1.912
44 H -1.330 5.028 1.825
45 C -2.014 3.061 -0.817
46 O -2.473 4.028 -1.386
47 N -0.767 2.553 -1.038
48 N -2.722 2.286 0.080
49 H -0.289 2.899 -1.851
50 H -0.504 1.712 -0.560
51 H -3.673 2.573 0.215
52 H -2.404 1.385 0.382

Results
E_HOMO in eV: -7.58
Relative energy (zero: lowest compared OMol25 entry of this formula, charge and spin) in kJ/mol: 0.0
Max |F| in eV Å⁻¹: 1.6
Total charge: -1
Total energy in Ha: -1632.256099
Frontier orbital gap in eV: 9.83


A structure of composition C6H24N13O9V at a distorted geometry. Source: the OMol25 dataset; level of theory: ωB97M-V with the def2-TZVPD basis set.

Cartesian coordinates (Å):
1 V -1.370 4.774 6.310
2 N -0.872 7.155 4.287
3 O -1.463 6.922 5.383
4 O -0.106 8.115 4.208
5 O -1.043 6.369 3.338
6 C -2.289 1.746 5.070
7 O -1.754 2.766 5.496
8 N -2.829 0.809 5.887
9 N -2.217 1.454 3.736
10 H -3.080 -0.122 5.613
11 H -2.728 1.030 6.862
12 H -2.839 0.800 3.297
13 H -1.745 2.150 3.187
14 C 1.314 3.717 5.054
15 O 0.245 4.321 4.993
16 N 1.745 2.905 4.033
17 N 2.135 3.819 6.117
18 H 1.110 2.828 3.258
19 H 2.724 2.918 3.803
20 H 3.026 3.373 6.239
21 H 1.813 4.341 6.915
22 C 0.122 3.544 9.015
23 O -0.441 3.741 7.944
24 N 0.603 4.575 9.772
25 N 0.297 2.293 9.527
26 H 1.236 4.377 10.527
27 H 0.411 5.538 9.553
28 H 0.583 2.181 10.482
29 H -0.166 1.550 9.037
30 C -2.498 6.291 9.155
31 O -2.426 5.778 8.049
32 N -2.135 7.597 9.341
33 N -2.893 5.609 10.272
34 H -2.094 8.254 8.581
35 H -2.254 8.020 10.247
36 H -2.886 6.041 11.178
37 H -2.822 4.611 10.186
38 C -4.237 5.021 4.725
39 O -3.525 4.836 5.714
40 N -3.693 5.263 3.502
41 N -5.591 5.071 4.819
42 H -2.700 5.483 3.469
43 H -4.266 5.720 2.813
44 H -5.986 5.020 5.739
45 H -6.182 5.106 4.011
46 C 1.639 6.945 7.120
47 O 0.612 6.271 7.152
48 N 2.768 6.591 7.822
49 N 1.695 8.106 6.432
50 H 3.529 7.229 7.973
51 H 2.681 5.844 8.486
52 H 2.588 8.494 6.177
53 H 0.950 8.322 5.774

Results
E_HOMO (spin up / spin down) in eV: -9.09 / -10.84
Relative energy (zero: lowest compared OMol25 entry of this formula, charge and spin) in kJ/mol: 0.0
Max |F| in eV Å⁻¹: 1.2
Total charge: +1
Total energy in Ha: -2576.073090
Frontier orbital gap (spin up / spin down) in eV: 6.88 / 8.63
Multiplicity: 4


A cluster of 6 separate species, C6H24N2O5 in total at a distorted geometry. Source: the OMol25 dataset; level of theory: ωB97M-V with the def2-TZVPD basis set.

Cartesian coordinates (Å):
1 C 0.479 -2.112 -2.529
2 C 0.707 -0.786 -1.713
3 C 0.591 0.412 -2.583
4 C 1.352 1.706 -2.035
5 N -0.331 3.276 1.120
6 C 0.594 3.073 0.146
7 C 0.557 2.274 -0.895
8 N -0.455 -0.666 -0.681
9 H 1.280 -2.383 -3.158
10 H -0.206 -2.328 -3.339
11 H 0.348 -3.060 -2.002
12 H 1.731 -0.999 -1.180
13 H -0.457 0.622 -2.727
14 H 0.883 0.354 -3.686
15 H 1.449 2.473 -2.806
16 H 2.494 1.527 -1.843
17 H -0.232 4.149 1.527
18 H -1.173 2.929 1.125
19 H 1.569 3.610 0.166
20 H -0.484 2.031 -1.058
21 H -0.997 -1.520 -0.818
22 H -1.099 0.117 -0.990
23 H -2.371 -0.342 3.328
24 H -1.367 0.430 2.669
25 O -1.962 -0.350 2.482
26 H 0.326 1.961 3.246
27 H 0.721 0.628 3.720
28 O 0.100 1.304 3.925
29 H 0.936 -0.612 1.162
30 H 1.276 0.876 0.532
31 O 1.402 0.291 1.434
32 H -0.293 -4.192 0.746
33 H -0.252 -3.406 2.099
34 O 0.128 -3.571 1.128
35 H -2.941 -2.053 1.036
36 H -1.708 -2.711 1.165
37 O -2.596 -2.953 1.287

Results
E_HOMO in eV: -8.48
Relative energy (zero: lowest compared OMol25 entry of this formula, charge and spin) in kJ/mol: 398.2
Max |F| in eV Å⁻¹: 11.7
Total charge: 0
Total energy in Ha: -728.565385
Frontier orbital gap in eV: 9.15
Structure (SMILES): C[C@H](N)CC/C=C/N.O.O.O.O.O


A cluster of 6 separate species, C6H24O6 in total at a distorted geometry. Source: the OMol25 dataset; level of theory: ωB97M-V with the def2-TZVPD basis set.

Cartesian coordinates (Å):
1 C 1.642 -2.587 -0.141
2 O 2.000 -1.664 -1.207
3 H 1.557 -2.276 0.901
4 H 0.647 -2.913 -0.443
5 H 2.343 -3.421 -0.114
6 H 2.092 -2.236 -1.972
7 C 4.070 0.981 -2.852
8 O 3.007 0.936 -2.029
9 H 4.149 0.056 -3.423
10 H 4.040 1.847 -3.514
11 H 4.958 0.997 -2.220
12 H 3.001 0.096 -1.564
13 C -2.524 3.073 2.563
14 O -3.040 2.911 3.862
15 H -3.264 3.223 1.777
16 H -1.749 3.840 2.565
17 H -2.065 2.096 2.413
18 H -2.304 2.440 4.261
19 C -0.867 -0.013 0.106
20 O -0.679 -0.558 -1.140
21 H -0.020 -0.343 0.708
22 H -0.588 1.029 -0.056
23 H -1.824 -0.130 0.614
24 H 0.206 -0.908 -1.271
25 C -3.252 0.607 -3.765
26 O -2.679 1.100 -2.559
27 H -2.527 0.288 -4.514
28 H -3.918 -0.251 -3.672
29 H -3.925 1.359 -4.178
30 H -2.049 0.443 -2.252
31 C 0.831 -1.920 3.892
32 O 0.465 -0.587 3.500
33 H 1.866 -2.021 4.220
34 H 0.335 -2.178 4.827
35 H 0.561 -2.714 3.196
36 H -0.495 -0.600 3.479

Results
E_HOMO in eV: -9.75
Relative energy (zero: lowest compared OMol25 entry of this formula, charge and spin) in kJ/mol: 458.1
Max |F| in eV Å⁻¹: 3.1
Total charge: 0
Total energy in Ha: -694.277926
Frontier orbital gap in eV: 10.06
Structure (SMILES): CO.CO.CO.CO.CO.CO


A structure of composition C6H24O6Ti. Source: the OMol25 dataset; level of theory: ωB97M-V with the def2-TZVPD basis set.

Cartesian coordinates (Å):
1 Ti -0.130 0.032 -0.339
2 C 0.178 3.003 -1.518
3 O 0.867 1.773 -1.762
4 H -0.867 2.973 -1.855
5 H 0.169 3.210 -0.454
6 H 0.629 3.831 -2.075
7 H 0.839 1.626 -2.714
8 C -0.947 -1.331 -2.872
9 O -1.459 -0.088 -2.339
10 H -1.781 -1.833 -3.367
11 H -0.189 -1.122 -3.625
12 H -0.468 -1.943 -2.105
13 H -2.392 -0.207 -2.148
14 C 2.368 -2.067 -0.402
15 O 1.908 -0.987 -1.255
16 H 2.765 -2.887 -1.000
17 H 3.152 -1.719 0.271
18 H 1.506 -2.416 0.167
19 H 2.532 -0.255 -1.208
20 C 2.122 1.225 1.814
21 O 1.107 0.230 1.604
22 H 2.171 1.519 2.861
23 H 3.060 0.884 1.380
24 H 1.786 2.113 1.276
25 H 1.275 -0.523 2.179
26 C -1.372 -2.463 1.872
27 O -1.327 -1.814 0.595
28 H -0.755 -3.366 1.885
29 H -1.011 -1.771 2.626
30 H -2.392 -2.770 2.110
31 H -1.731 -2.417 -0.035
32 C -1.853 1.666 2.086
33 O -1.629 1.359 0.708
34 H -2.404 2.603 2.203
35 H -2.360 0.858 2.611
36 H -0.879 1.853 2.536
37 H -2.488 1.221 0.291

Results
E_HOMO (spin up / spin down) in eV: -7.05 / -13.89
Relative energy (zero: lowest compared OMol25 entry of this formula, charge and spin) in kJ/mol: 0.0
Max |F| in eV Å⁻¹: 0.9
Total charge: +1
Total energy in Ha: -1543.563996
Frontier orbital gap (spin up / spin down) in eV: 4.53 / 11.19
Multiplicity: 4


A structure of composition C6H25BaN5O6 at a distorted geometry. Source: the OMol25 dataset; level of theory: ωB97M-V with the def2-TZVPD basis set.

Cartesian coordinates (Å):
1 Ba -0.719 0.107 1.101
2 C 2.104 -0.827 -1.474
3 O 1.098 -0.922 -0.759
4 N 3.337 -0.523 -0.985
5 N 2.062 -1.076 -2.800
6 H 4.116 -0.466 -1.614
7 H 3.372 -0.432 0.013
8 H 2.911 -1.066 -3.338
9 H 1.198 -1.386 -3.203
10 C -1.012 -3.602 1.772
11 O -0.463 -2.485 1.856
12 N -1.585 -4.132 0.670
13 N -0.834 -4.502 2.784
14 H -1.995 -5.044 0.775
15 H -1.510 -3.712 -0.232
16 H -0.789 -5.482 2.567
17 H -0.393 -4.181 3.627
18 C -0.425 3.270 -3.007
19 C -0.278 2.320 -1.810
20 C 0.813 2.869 -0.901
21 O 0.946 1.989 0.223
22 C 2.094 2.245 1.022
23 N -1.526 2.196 -1.029
24 H -1.115 4.087 -2.784
25 H -0.875 2.744 -3.852
26 H 0.517 3.685 -3.362
27 H 0.027 1.366 -2.245
28 H 0.525 3.862 -0.542
29 H 1.762 2.891 -1.439
30 H 3.074 2.156 0.563
31 H 1.912 1.538 1.838
32 H 1.989 3.167 1.605
33 H -1.851 3.151 -0.886
34 H -2.251 1.791 -1.615
35 O -3.091 -0.695 2.259
36 H -3.610 -0.322 2.982
37 H -3.223 -1.647 2.330
38 O 0.064 0.375 3.921
39 H 0.884 0.821 4.161
40 H -0.051 -0.298 4.602
41 O -2.260 -1.125 -0.598
42 H -1.883 -1.831 -1.134
43 H -3.067 -0.871 -1.062

Results
E_HOMO in eV: -15.84
Max |F| in eV Å⁻¹: 2.7
Total charge: +2
Total energy in Ha: -994.041902
Frontier orbital gap in eV: 10.56


Question: What is the formula in the fifth record?
Answer: C6H24O6Ti